No. 1
23
Properties=species:S:1:pos:R:3:lowdin_charge:R:1 method="wB97M-V/def2-TZVPD" s_squared=0.775 total_charge=+2 spin_multiplicity=2 mol_weight_g_mol=115.2 gap_ev="11.11 / 7.91" relative_energy_kj_mol=195.0 lumo_energy_ha="-0.2837 / -0.4076"
C -2.1301 0.8467 1.4579 -0.145
C -1.3397 0.4209 0.2231 -0.263
C -2.2212 0.2630 -1.0069 -0.079
N -1.2475 0.8811 2.6855 0.192
H -2.4906 1.8706 1.3591 0.145
H -2.9825 0.2082 1.6872 0.145
H -0.7973 -0.5047 0.4523 0.104
H -0.5806 1.1877 0.0206 0.110
H -3.0308 -0.4408 -0.8045 0.092
H -2.6612 1.2031 -1.3366 0.094
H -1.6332 -0.1598 -1.8203 0.077
H -0.8416 -0.0226 2.9414 0.176
H -0.4514 1.4962 2.4932 0.171
H -1.7401 1.2865 3.4855 0.182
C 3.3681 -0.4068 -0.9993 -0.081
C 2.6123 0.4595 -1.7347 0.202
C 2.3148 -2.5310 -1.1844 0.134
N 3.3289 -1.7728 -1.2006 0.148
H 4.0612 -0.1129 -0.2202 0.143
H 2.0276 0.0717 -2.5638 0.108
H 2.6521 1.5314 -1.5950 0.105
H 2.4765 -3.5909 -1.3677 0.126
H 1.3061 -2.1843 -0.9719 0.114

---

No. 2
25
Properties=species:S:1:pos:R:3:lowdin_charge:R:1 method="wB97M-V/def2-TZVPD" total_charge=+1 mol_weight_g_mol=147.2 gap_ev=9.91 relative_energy_kj_mol=679.1 lumo_energy_ha=-0.1047
C 3.3940 -0.4552 0.4250 -0.035
C 2.6347 -1.2375 -0.5718 -0.076
C -2.7246 -0.3626 0.9585 0.006
C -1.5016 -1.6744 -0.6188 -0.048
C -0.5027 2.8962 -0.1337 -0.058
C -1.0548 0.6663 -0.4620 -0.093
N 1.9091 -0.4744 0.4197 -0.234
N -1.7195 -0.3807 -0.0892 -0.194
O -1.3079 1.8244 0.2017 -0.048
O 1.1879 0.5709 0.0111 -0.205
H 3.9182 -0.8970 1.2792 0.123
H 3.8701 0.5704 0.1685 0.166
H 2.7116 -0.9011 -1.5450 0.099
H 2.8045 -2.3606 -0.4997 0.153
H -2.8479 0.7710 0.9730 0.123
H -3.7021 -0.9365 0.7460 0.139
H -2.2504 -0.8555 1.8412 0.115
H -0.8352 -1.7959 -1.5148 0.123
H -1.3152 -2.3571 0.3057 0.134
H -2.4729 -2.0631 -0.9657 0.100
H 0.4935 2.6542 -0.0015 0.060
H -0.7330 3.7647 0.4741 0.116
H -0.6646 3.3033 -1.0816 0.089
H -0.5929 0.7846 -1.4890 0.197
H 1.3017 -1.0544 1.1690 0.249

---

No. 3
28
Properties=species:S:1:pos:R:3:lowdin_charge:R:1 method="wB97M-V/def2-TZVPD" total_charge=+1 mol_weight_g_mol=195.2 gap_ev=8.74 relative_energy_kj_mol=176.7 lumo_energy_ha=-0.1353 smiles="[NH2+]=C(O)[C@@H]([NH3+])[C@H](O)[C@@H](O)[C@@H]([O-])CO"
C 1.5326 0.1003 -0.2202 -0.175
C 0.7619 -0.2814 1.0452 -0.258
C -0.5579 -1.1183 0.6415 -0.249
C -1.5974 -0.1865 0.0239 -0.386
C 0.9454 1.1882 -0.9179 -0.421
C -2.8890 -0.8806 -0.3603 -0.240
N 1.1993 1.4526 -2.2378 0.193
N 3.0095 0.3584 0.1916 0.240
O -0.9886 0.3419 -1.1201 -0.122
O 1.6140 -1.0765 1.8167 0.005
O -0.8887 -1.8004 1.8287 0.015
O 0.8663 2.2494 -0.1396 0.168
O -3.7782 -0.8846 0.7052 -0.052
H 1.4650 -0.7314 -0.9444 0.183
H 0.2828 0.5758 1.4428 0.145
H -0.3343 -1.9327 -0.0875 0.177
H -2.0231 0.6600 0.6732 0.176
H -2.8691 -1.8921 -0.6785 0.118
H -3.3249 -0.3244 -1.3132 0.169
H 1.4061 0.7426 -2.9127 0.119
H 0.5563 2.1020 -2.7476 0.158
H 3.1619 0.1514 1.2371 0.191
H 3.1419 1.4672 0.1517 0.225
H 3.7251 -0.1097 -0.4075 0.186
H 0.9741 -1.6993 2.2119 0.113
H -1.6831 -1.3693 2.1223 0.102
H 0.5375 2.9203 -0.6627 0.106
H -4.2453 -0.0227 0.6585 0.116

---

No. 4
24
Properties=species:S:1:pos:R:3:lowdin_charge:R:1 method="wB97M-V/def2-TZVPD" total_charge=+1 mol_weight_g_mol=147.3 gap_ev=10.18 relative_energy_kj_mol=334.3 lumo_energy_ha=-0.1130
C -0.2398 1.6700 0.1348 -0.165
C -0.9298 0.5662 -0.1049 -0.088
C -0.2821 2.9414 -0.5187 -0.076
C -2.1192 -1.5067 0.2493 -0.015
C 0.0103 -1.0802 1.3856 -0.055
C -0.0200 -1.4073 -0.9069 -0.188
N -0.6989 -1.9868 -1.7660 0.182
N -0.8106 -0.8424 0.2288 -0.329
S 3.3955 -0.0595 -0.1291 0.542
H 0.5638 1.7588 0.8656 0.118
H -1.6278 0.6759 -0.9739 0.154
H 0.6452 3.5523 -0.5329 0.109
H -1.2327 3.3422 -0.1248 0.111
H -0.5550 2.6151 -1.5956 0.121
H -2.7766 -1.1209 -0.6007 0.135
H -1.9978 -2.6131 0.1677 0.125
H -2.6616 -1.3634 1.1666 0.104
H -0.5562 -0.9127 2.3363 0.128
H 0.4162 -2.1539 1.4983 0.143
H 1.0692 -0.5986 1.5130 0.101
H 1.0565 -1.0277 -0.8961 0.096
H -0.3490 -2.4767 -2.6258 0.130
H 3.8088 -0.3256 1.1019 -0.198
H 4.0141 -1.1404 -0.6118 -0.186

---

No. 5
24
Properties=species:S:1:pos:R:3:lowdin_charge:R:1 method="wB97M-V/def2-TZVPD" mol_weight_g_mol=129.2 gap_ev=8.92 relative_energy_kj_mol=380.7 lumo_energy_ha=0.0346
C 1.5911 1.3023 -0.4353 -0.167
C -3.0910 -0.6245 0.5429 -0.045
C 1.0243 1.2386 -1.8460 -0.123
C -1.7113 -0.3788 -0.0491 -0.588
N -1.2878 -0.9228 -1.1451 0.064
H -1.9739 -1.5633 -1.5307 0.028
H 2.6522 1.0548 -0.4614 0.102
H 1.5469 2.2742 0.0562 0.103
H -3.0014 -1.1081 1.5184 0.073
H -3.6149 0.3225 0.6833 0.073
H -3.6953 -1.2625 -0.1013 0.066
H 0.9511 0.2136 -2.2097 0.063
H 0.0132 1.6424 -1.8726 0.069
H 1.6496 1.8263 -2.5225 0.075
C 1.4361 -1.3640 0.3885 -0.043
C 1.3785 -0.0027 0.9744 -0.403
N -0.9044 0.4657 0.6362 0.032
N 1.6644 0.5167 2.0620 0.128
H -1.2458 0.7386 1.5487 0.071
H 0.3931 0.8805 0.1850 0.118
H 1.8760 -0.1328 2.8140 0.076
H 1.2322 -2.0892 1.1786 0.091
H 0.6837 -1.4840 -0.3961 0.047
H 2.4333 -1.5433 -0.0183 0.093

---

No. 6
24
Properties=species:S:1:pos:R:3:lowdin_charge:R:1 method="wB97M-V/def2-TZVPD" mol_weight_g_mol=129.2 gap_ev=8.25 relative_energy_kj_mol=351.3 lumo_energy_ha=0.0307
C -1.0148 -1.1929 1.7928 -0.045
C -1.5833 -1.5070 -0.5657 -0.060
N -0.8317 -0.6941 0.4139 -0.254
C -1.0515 0.7619 0.2435 -0.504
N -0.3870 1.5322 1.2114 0.136
N -2.0212 1.1190 -0.4940 0.165
H -0.6778 2.5004 1.1912 0.098
H 0.6186 1.4538 1.1576 0.079
H -2.0744 2.1273 -0.6021 0.062
H -0.5110 -0.5340 2.4933 0.076
H -2.0770 -1.2238 2.0409 0.092
H -2.6551 -1.4244 -0.3959 0.086
H -1.2623 -2.5436 -0.4661 0.092
H -1.3203 -1.1192 -1.5461 0.083
H -0.5922 -2.1953 1.8643 0.090
C 2.8001 0.0822 -0.2795 -0.173
C 1.4069 0.1822 -0.8465 -0.318
C 1.1737 0.8729 -1.9568 -0.089
H 0.3978 -0.6906 -0.0393 0.153
H 3.0323 0.9160 0.3917 0.056
H 2.9072 -0.8274 0.3208 0.050
H 3.5869 0.0436 -1.0443 0.061
H 1.9481 1.4412 -2.4740 0.040
H 0.1881 0.9197 -2.4109 0.022

---

No. 7
26
Properties=species:S:1:pos:R:3:lowdin_charge:R:1 method="wB97M-V/def2-TZVPD" total_charge=+1 mol_weight_g_mol=159.2 gap_ev="7.10 / 7.10" relative_energy_kj_mol=550.9 lumo_energy_ha="-0.1398 / -0.1398"
C -1.6977 -0.0996 -0.2925 -0.259
C 0.7394 -1.9442 -0.8870 -0.068
C -0.3575 -0.3946 0.0703 -0.406
C -2.7441 -0.5246 0.7065 0.029
C 1.9517 1.8340 0.4824 -0.089
C 0.8705 1.6775 -0.5242 -0.216
N 0.5259 0.2827 -0.8272 -0.077
N 0.0951 -0.6345 1.3608 0.100
N -2.0322 0.4013 -1.4389 0.233
N 1.5868 -0.7417 -0.8689 0.025
O 1.1073 -2.8361 0.0807 0.010
H -2.8700 0.3497 1.3777 0.122
H -2.2788 -1.1619 1.4639 0.078
H -3.5739 -0.9858 0.3235 0.065
H 1.6438 1.2607 1.4346 0.093
H 2.8524 1.3854 0.1482 0.052
H 2.0387 2.9174 0.8431 0.121
H -0.0997 2.1443 -0.2665 0.143
H 1.1134 2.2706 -1.3491 0.097
H 1.0744 -1.0634 1.3260 0.116
H -0.5485 -0.7353 2.1028 0.079
H -2.9512 0.5920 -1.7057 0.123
H -1.3481 0.8677 -1.9472 0.098
H 2.3411 -0.7588 -0.1034 0.179
H 2.1969 -0.7026 -1.7944 0.236
H 0.3641 -3.4003 0.2844 0.116

---

No. 8
26
Properties=species:S:1:pos:R:3:lowdin_charge:R:1 method="wB97M-V/def2-TZVPD" total_charge=+1 mol_weight_g_mol=159.2 gap_ev=9.68 relative_energy_kj_mol=258.5 lumo_energy_ha=-0.1412
C -1.0104 0.7829 -1.9186 -0.441
C -2.1012 1.9549 -0.1727 -0.121
C 3.5880 -0.9072 1.1961 -0.113
C -2.6128 -0.3644 0.6244 -0.082
C 2.6792 -0.5442 0.0125 -0.232
C 1.2711 -1.2695 0.2082 -0.149
N -1.9786 1.6333 -1.5385 0.096
N -0.2529 0.3862 -0.5797 0.111
N 0.2559 -0.7527 -0.7069 -0.037
N -1.7191 0.6883 0.5843 -0.094
O -0.7347 0.2979 -2.9425 0.192
H -1.2941 2.6176 0.2067 0.146
H -3.0771 2.3341 0.0764 0.137
H 2.9525 -0.6135 2.1258 0.110
H 3.9521 -1.9699 1.1792 0.097
H 4.4366 -0.3221 1.1178 0.038
H -3.2287 -0.5776 -0.2373 0.102
H -2.0564 -1.2444 0.9283 0.089
H -3.3475 -0.0291 1.5155 0.162
H 3.0675 -0.8368 -0.9540 0.103
H 2.5012 0.5833 0.1157 0.123
H 1.5027 -2.2835 -0.1862 0.135
H 0.9650 -1.2971 1.2769 0.124
H -2.2130 2.3888 -2.2061 0.192
H -0.1801 -1.5228 -1.2178 0.170
H -1.3652 0.8677 1.4926 0.142

---

No. 9
28
Properties=species:S:1:pos:R:3:lowdin_charge:R:1 method="wB97M-V/def2-TZVPD" s_squared=2.023 total_charge=+1 spin_multiplicity=3 mol_weight_g_mol=187.2 gap_ev="6.29 / 9.10" relative_energy_kj_mol=0.0 lumo_energy_ha="-0.1209 / -0.1448"
C 0.2904 0.2050 -1.2944 -0.276
C 1.3274 0.8485 -0.4492 -0.305
C -0.9808 -0.5689 -0.8135 -0.310
C -0.3439 1.9865 0.9490 -0.181
C -0.5452 -2.0466 -0.5916 -0.109
C 0.4038 -2.1128 0.5762 -0.245
N 0.4665 0.2713 -2.5268 0.192
N -1.5995 -0.0754 0.3746 -0.061
N 0.8912 1.4301 0.6731 0.111
N 2.6039 0.7189 -0.7812 0.202
N -0.3706 2.5411 2.1939 0.100
N -2.8473 0.2267 0.0913 0.011
O 1.7213 -1.8740 0.0860 -0.106
H -1.5764 -0.5671 -1.6929 0.117
H -1.1511 2.3138 0.2798 0.146
H -0.0277 -2.4887 -1.5519 0.168
H -1.4272 -2.6569 -0.4023 0.119
H 0.2015 -1.3376 1.3285 0.111
H 0.4973 -3.0938 0.9482 0.109
H -0.1571 -0.2839 -3.0880 0.073
H 1.7530 1.7471 1.3103 0.230
H 2.8420 0.0367 -1.5105 0.140
H 3.3859 1.0861 -0.2849 0.119
H -1.2469 2.9577 2.4859 0.112
H 0.2592 2.0151 2.8640 0.142
H -3.4010 0.4643 0.9715 0.137
H -3.3040 0.7787 -0.6613 0.132
H 2.3354 -2.5218 0.5164 0.122

---

No. 10
23
Properties=species:S:1:pos:R:3:lowdin_charge:R:1 method="wB97M-V/def2-TZVPD" s_squared=0.750 total_charge=-1 spin_multiplicity=2 mol_weight_g_mol=117.2 gap_ev="2.89 / 8.22" relative_energy_kj_mol=92.9 lumo_energy_ha="0.1468 / 0.1393"
C -0.6911 -2.0376 1.4894 -0.191
C 0.3103 -0.8792 1.2741 -0.253
N -1.1385 1.3489 0.2346 -0.011
C -0.3914 0.5641 -0.6449 -0.452
C 0.3587 -0.4880 -0.2330 -0.294
C 1.2297 -1.3622 -1.1110 -0.114
C -0.3815 1.1254 -2.0812 -0.203
H -0.4936 -2.7945 0.7898 0.028
H -1.7741 -1.8075 1.2736 0.045
H -0.6963 -2.2985 2.5694 0.059
H 0.2449 0.0747 1.9086 0.101
H 1.3029 -1.3111 1.5409 0.091
H -1.6433 0.8293 1.0207 0.056
H -1.9668 1.7562 -0.2734 0.016
H 1.5342 -0.9683 -2.0354 0.021
H 2.1582 -1.5792 -0.5532 0.065
H 0.6068 -2.3287 -1.2923 0.095
H 0.1307 0.5504 -2.8375 0.039
H -1.4248 1.1797 -2.4896 0.027
H -0.0864 2.1221 -1.9699 0.025
H 1.6457 3.0395 0.8508 0.028
H 0.2305 2.3813 1.0409 -0.023
O 0.9351 2.8834 1.5285 -0.156